1.
A gas-phase ion, C5H5OS (charge +1) in a non-equilibrium geometry, computed with ωB97M-V with the def2-TZVPD basis set.

XYZ file:
```
12
Properties=species:S:1:pos:R:3:forces:R:3
C 1.02576 0.00408 0.07544 -2.50 -0.95 -1.43
C 0.20775 1.16322 -0.04267 2.12 0.78 0.72
C 0.27402 -1.19074 -0.00791 0.14 -1.41 1.86
C -1.17378 1.06747 -0.08457 -0.42 0.94 1.21
C -1.86855 -0.13800 -0.01711 3.48 0.56 -1.71
O -1.05272 -1.21474 -0.08450 -0.35 0.22 0.64
S 2.71265 -0.00526 -0.07654 1.57 -0.60 0.46
H 2.94575 -1.35949 0.14491 -0.40 1.11 -0.17
H 0.70522 2.22967 0.02046 -1.09 -2.34 -0.31
H 0.65131 -2.26279 0.29140 -0.51 2.27 -1.23
H -1.55432 2.07716 0.04337 -1.19 -0.53 -0.44
H -2.87311 -0.37057 -0.26228 -0.85 -0.06 0.41
```
Positions in Å, forces in eV/Å.

Output
Strongest force on any atom in hartree/bohr: 0.0762
HOMO energy in eV: -13.745
Total charge: +1
Orbital gap in eV: 7.9

Here are the natural (NBO) charges for atoms 1 to 5, given in e: number 1, C, carries -0.2684; number 2, C, carries -0.0760; number 3, C, carries 0.2505; number 4, C, carries -0.2628; number 5, C, carries 0.2502


2.
C5H5PS2 in the gas phase in a non-equilibrium geometry, computed with ωB97M-V with the def2-TZVPD basis set.

XYZ file:
```
13
Properties=species:S:1:pos:R:3:forces:R:3
S -2.16378 -3.23577 0.10535 0.25 1.80 -0.02
C -2.05217 -1.58044 0.16211 -0.91 -0.34 0.41
P -0.64021 -0.63945 -0.15595 -0.89 -1.05 -0.88
C -0.34389 0.45293 -1.56078 1.38 1.64 4.43
C 0.39877 1.48618 -1.04171 0.33 0.09 -5.28
C 0.89453 1.40142 0.23696 -0.30 -0.68 2.98
C 0.36484 0.37357 0.92497 0.28 0.55 -0.34
S 0.74894 0.12854 2.53323 0.43 -1.90 2.12
H 0.07520 -1.78698 -0.20800 1.91 -0.54 -0.47
H -0.68860 0.34207 -2.49449 -1.11 -0.38 -3.18
H 0.93510 2.24249 -1.67627 -1.22 -0.59 0.21
H 1.61079 2.08556 0.66057 0.11 0.08 -0.01
H 0.86048 -1.27010 2.51401 -0.26 1.33 0.04
```
Positions in Å, forces in eV/Å.

Output
Strongest force on any atom in hartree/bohr: 0.1030
HOMO energy (alpha / beta) in eV: -6.740 / -6.966
Orbital gap (alpha / beta) in eV: 5.4 / 5.6

Here are the natural (NBO) charges for atoms 1 to 5, given in e: number 1, S, carries 0.0450; number 2, C, carries -0.8094; number 3, P, carries 1.1821; number 4, C, carries -0.5222; number 5, C, carries -0.1420


3.
C5H6 in the gas phase in a non-equilibrium geometry, computed with ωB97M-V with the def2-TZVPD basis set.

XYZ file:
```
11
Properties=species:S:1:pos:R:3:forces:R:3
C 0.41906 1.10202 -0.03382 -1.54 3.66 1.12
C -0.87730 0.76971 -0.09633 -0.32 1.37 0.75
C -1.04485 -0.65007 0.03759 2.15 -1.27 -1.54
C 0.44880 -1.07585 -0.14566 -2.08 -2.72 0.67
C 1.19392 -0.02734 0.04335 4.01 -0.79 -0.46
H 0.69359 2.11284 0.27652 0.27 -0.18 -0.76
H -1.62849 1.50842 -0.01040 -0.88 0.44 -0.09
H -1.18112 -0.99771 1.01558 0.28 0.30 2.56
H -1.91642 -1.17123 -0.26581 -0.58 -0.45 -1.95
H 0.90462 -2.03541 -0.01834 -0.47 -0.79 -0.20
H 2.29002 -0.12772 0.17173 -0.83 0.45 -0.12
```
Positions in Å, forces in eV/Å.

Output
Strongest force on any atom in hartree/bohr: 0.0802
HOMO energy in eV: -8.446
Orbital gap in eV: 9.6

Here are the natural (NBO) charges for atoms 1 to 5, given in e: number 1, C, carries -0.2363; number 2, C, carries -0.1780; number 3, C, carries -0.5129; number 4, C, carries -0.1640; number 5, C, carries -0.2623


4.
A molecular structure, C5H6BBrCl2MnO in a non-equilibrium geometry, computed with ωB97M-V with the def2-TZVPD basis set.

XYZ file:
```
17
Properties=species:S:1:pos:R:3:forces:R:3
C -1.14400 -2.58426 -0.39073 0.47 1.02 -0.76
C -1.08701 -1.28913 -1.31878 0.21 0.38 -0.61
Cl -2.00878 -1.36596 -2.87207 1.34 0.23 2.33
C -0.34683 -0.13651 -0.95551 -0.81 -2.06 0.47
Cl -0.33620 1.30252 -2.08629 -0.31 0.07 1.41
B 0.39630 -0.09582 0.43663 -0.72 -0.37 -1.66
C 0.50912 1.27178 1.26438 1.52 0.11 0.22
C 1.82146 2.09002 0.87445 -0.43 1.84 -0.19
O 1.67921 3.28685 0.45039 -0.75 -3.61 0.63
Br 3.55247 1.22815 1.01019 -2.04 0.98 -0.08
H -1.68654 -2.28753 0.55156 0.60 -0.58 -0.97
H -0.06552 -2.87329 -0.18396 -1.36 0.30 -0.05
H -1.64642 -3.44036 -0.91344 0.37 1.05 0.48
H 0.82266 -1.12304 0.87654 -0.18 0.48 0.07
H -0.43359 1.91577 1.03983 0.72 -1.50 1.72
H 0.48180 0.99362 2.36757 0.02 0.77 -1.18
Mn -0.50812 3.10722 -0.15077 1.33 0.89 -1.84
```
Positions in Å, forces in eV/Å.

Output
Strongest force on any atom in hartree/bohr: 0.0728
HOMO energy (alpha / beta) in eV: -17.108 / -17.108
Total charge: +2
Multiplicity: 6
Orbital gap (alpha / beta) in eV: 6.7 / 6.6
Expectation value of S²: 8.7529

Here are the natural (NBO) charges for atoms 1 to 5, given in e: number 1, C, carries -0.6743; number 2, C, carries 0.1941; number 3, Cl, carries 0.1230; number 4, C, carries -0.5061; number 5, Cl, carries -0.0156


5.
A molecular structure, C5H6Br2Cl2 in a non-equilibrium geometry, computed with ωB97M-V with the def2-TZVPD basis set.

XYZ file:
```
15
Properties=species:S:1:pos:R:3:forces:R:3
C -0.17318 0.48351 -0.52966 0.64 -0.68 -0.94
C 0.32771 -0.60151 0.31552 -0.71 0.51 -0.63
C -0.50556 0.34161 1.06234 -2.94 -1.99 -0.66
C 0.64206 1.69786 -0.89964 -0.22 -0.49 0.91
C -0.14312 -2.02537 0.05067 2.09 -0.44 2.02
Cl -1.46241 0.00910 -1.73778 0.56 0.75 -0.18
Cl 2.05295 -0.34946 0.80885 1.14 -0.61 0.09
Br -2.37054 -0.22891 1.43112 1.19 0.64 -0.11
Br 0.06288 1.57613 2.45073 0.80 1.65 2.13
H 1.11704 1.54701 -1.88229 0.75 -0.19 0.85
H 1.10610 2.19398 0.00691 0.37 -1.16 -1.46
H -0.07551 2.38338 -1.15051 -2.04 2.15 -0.75
H -0.68835 -2.02970 -0.86252 -0.95 -0.34 -0.10
H -0.62268 -2.29231 1.02524 -0.17 -0.42 -1.36
H 0.73263 -2.70532 -0.08898 -0.52 0.62 0.17
```
Positions in Å, forces in eV/Å.

Output
Strongest force on any atom in hartree/bohr: 0.0702
HOMO energy (alpha / beta) in eV: -5.301 / -10.036
Multiplicity: 3
Orbital gap (alpha / beta) in eV: 5.2 / 5.9
Expectation value of S²: 2.0095

Here are the natural (NBO) charges for atoms 1 to 5, given in e: number 1, C, carries 0.1184; number 2, C, carries -0.1957; number 3, C, carries -0.2020; number 4, C, carries -0.6858; number 5, C, carries -0.6299


6.
C5H6Br2N2O in the gas phase in a non-equilibrium geometry, computed with ωB97M-V with the def2-TZVPD basis set.

XYZ file:
```
16
Properties=species:S:1:pos:R:3:forces:R:3
C -1.02469 0.90791 0.36173 2.11 2.43 1.83
N -0.53056 -0.22891 -0.31416 -0.27 -1.77 -1.87
C -1.49681 -0.83011 -1.24069 -2.62 1.78 0.81
C 0.65314 -0.81882 -0.38169 2.29 0.41 2.57
O 1.06425 -1.73679 -1.03956 -0.57 0.94 0.34
C 1.81381 -0.18122 0.97187 -2.07 0.11 -2.43
Br 3.40326 -1.17033 0.60445 -0.03 0.34 0.60
Br 0.90064 -0.48792 2.67230 0.82 -0.22 -0.20
C 1.95388 1.26934 0.70899 0.21 -3.46 0.91
N 2.08397 2.35609 0.42184 0.13 2.28 -0.53
H -2.05746 0.93522 0.16910 -1.29 0.20 0.12
H -0.80526 0.99707 1.48209 -0.47 -0.55 -1.68
H -0.54541 1.80640 -0.08260 -0.56 -0.24 0.24
H -0.99213 -1.40785 -1.94979 0.41 -1.18 -0.82
H -2.24668 -1.32985 -0.60577 0.43 -0.63 -0.45
H -2.17396 -0.08023 -1.77810 1.47 -0.45 0.57
```
Positions in Å, forces in eV/Å.

Output
Strongest force on any atom in hartree/bohr: 0.0721
HOMO energy in eV: -9.910
Orbital gap in eV: 9.9

Here are the natural (NBO) charges for atoms 1 to 5, given in e: number 1, C, carries -0.4244; number 2, N, carries -0.4550; number 3, C, carries -0.4074; number 4, C, carries 0.7718; number 5, O, carries -0.5723


7.
C5H6BrF2I in the gas phase in a non-equilibrium geometry, computed with ωB97M-V with the def2-TZVPD basis set.

XYZ file:
```
15
Properties=species:S:1:pos:R:3:forces:R:3
C 1.33710 1.40859 0.67338 1.11 2.12 0.28
C 0.54253 0.32287 0.15983 -7.37 -0.95 -2.96
C 1.07168 -1.05274 0.07735 -1.00 0.16 -2.46
C -0.97382 0.44922 -0.33868 5.27 1.39 2.60
I -2.07383 2.28662 0.04264 0.70 -1.20 -0.31
C -1.82122 -0.68830 -0.79080 1.57 -2.17 -0.23
F -2.96901 -0.49634 -1.36023 -1.49 1.60 0.13
F -1.18484 -1.43059 -1.78296 0.34 0.10 1.06
Br -2.28166 -1.98239 0.77277 0.45 0.62 -0.76
H 1.83340 1.16811 1.63362 -0.56 -0.15 -0.21
H 0.65613 2.25570 0.79915 0.49 0.19 0.25
H 2.24114 1.78197 0.06752 -1.47 -0.86 0.22
H 0.67141 -1.49500 -0.91318 0.69 0.08 2.18
H 0.83710 -1.56845 0.99065 -0.27 -0.69 0.18
H 2.11388 -0.95927 -0.03108 1.55 -0.23 0.03
```
Positions in Å, forces in eV/Å.

Output
Strongest force on any atom in hartree/bohr: 0.1556
HOMO energy in eV: -8.653
Orbital gap in eV: 8.0

Here are the natural (NBO) charges for atoms 1 to 5, given in e: number 1, C, carries -0.7127; number 2, C, carries 0.2065; number 3, C, carries -0.7043; number 4, C, carries -0.3325; number 5, I, carries 0.1639